w.
Density functional theory data (ωB97M-V/def2-TZVPD) for a structure of composition C35H37AsCuN3O2PS7.

Calculated values
Frontier orbital gap: 6.9 eV
HOMO level: -4.7 eV
Net charge: -1

Each line ends with the Mulliken charge.
Element x y z (Å)
Cu 0.17201 1.32216 0.43611  1.4661
C -2.59559 -2.19899 -2.27157  -1.3064
As -1.41944 -1.02912 -1.21003  0.4063
C -0.26997 -0.52362 -2.71829  -0.8619
C -0.23523 -2.40687 -0.38979  0.3596
C 0.12712 -3.56665 -1.25037  -0.1082
C -0.65454 -4.72218 -1.27240  -0.2072
C -0.33574 -5.78906 -2.09843  -0.6382
C 0.77654 -5.72531 -2.92690  -0.4886
C 1.56760 -4.58515 -2.91308  -0.9571
C 1.24601 -3.52155 -2.08262  0.3257
H -2.02908 -2.90700 -2.87709  0.4687
H -3.18987 -1.55239 -2.91836  0.4256
H -3.27373 -2.74477 -1.61435  0.2449
H 0.05599 -1.39094 -3.29424  0.4799
H 0.59297 0.02227 -2.33754  -0.1938
H -0.83296 0.15497 -3.36022  0.4530
H -0.72953 -2.71548 0.53227  0.8008
H 0.65217 -1.84761 -0.08940  -1.4749
H -1.52363 -4.78101 -0.62684  0.3814
H -0.95788 -6.67577 -2.09426  0.3880
H 1.02704 -6.55793 -3.57188  0.3858
H 2.44329 -4.52499 -3.54805  0.3888
H 1.87669 -2.63999 -2.06498  0.4803
N -6.27668 -1.86181 -1.80797  -0.5744
C -5.74279 -0.62151 -1.43335  0.6296
C -5.77024 0.45931 -2.30948  -0.6034
C -5.26201 1.69123 -1.92042  -0.3977
C -4.72084 1.84906 -0.65671  -0.2414
C -4.69369 0.77638 0.22785  -0.3394
C -5.21159 -0.44458 -0.15331  -0.5423
S -3.98497 3.38270 -0.16356  1.1027
O -4.26892 4.33317 -1.22379  -0.7642
O -4.46939 3.68031 1.15888  -0.7414
N -2.44869 3.01066 -0.05599  -0.1280
C -1.62853 3.11959 -1.08808  0.0849
S -1.87616 4.08037 -2.55048  -0.1724
C -0.30669 3.61704 -3.11509  -0.5249
C 0.28340 2.80556 -2.21898  -1.0492
N -0.44369 2.50901 -1.09111  0.7206
H -6.27457 -2.02599 -2.80254  0.2478
H -5.87996 -2.64364 -1.30971  0.2740
H -6.19160 0.33527 -3.30098  0.2943
H -5.27244 2.53568 -2.59665  0.4932
H -4.25001 0.90507 1.20742  0.3552
H -5.19486 -1.27954 0.53758  0.3284
H 0.08391 3.94737 -4.06263  0.4383
H 1.25343 2.34943 -2.34466  0.2141
C -1.28491 3.77911 2.80782  -0.7897
S 0.42603 3.28981 2.46947  0.0732
C 0.57825 1.99107 3.63428  0.2037
C -0.02261 0.78265 3.50588  -0.4561
S -0.91191 0.18316 2.15528  -0.3453
S 0.18323 -0.26243 4.89964  -0.0916
C 1.16787 0.77542 5.87255  0.1099
S 1.74892 0.35090 7.36094  -0.2851
S 1.44654 2.29233 5.12132  -0.1270
H -1.52439 4.58484 2.11691  0.3570
H -1.37010 4.12977 3.83481  0.4799
H -1.95511 2.94756 2.60577  0.0736
C 3.33961 0.81874 -1.31857  -1.8249
P 2.40031 0.70939 0.25541  1.2817
C 3.40941 1.84417 1.27654  0.3010
C 4.20965 1.43953 2.33994  -0.3099
C 4.92000 2.37668 3.07882  -0.6714
C 4.85120 3.72224 2.75241  -0.5860
C 4.05982 4.13316 1.68823  -0.4727
C 3.33507 3.20168 0.96336  -0.4566
C 2.86627 -0.94589 0.85678  -0.1696
C 2.37662 -1.33726 2.10286  0.1220
C 2.62952 -2.60592 2.59620  -0.7536
C 3.35562 -3.51440 1.83666  -0.5745
C 3.84031 -3.13997 0.59311  -0.5908
C 3.60487 -1.85943 0.10880  -0.5805
H 2.92089 0.14018 -2.06390  0.4650
H 4.39711 0.59776 -1.16921  0.5717
H 3.25253 1.83501 -1.70005  0.4480
H 4.27274 0.39289 2.60761  0.3907
H 5.52120 2.05001 3.91778  0.4146
H 5.39993 4.45164 3.33447  0.3631
H 3.98188 5.18385 1.43975  0.4195
H 2.67854 3.53664 0.16656  0.3088
H 1.78081 -0.64529 2.68104  -0.1833
H 2.24292 -2.88414 3.56847  0.4745
H 3.53778 -4.51366 2.21131  0.3807
H 4.39781 -3.84661 -0.00881  0.4183
H 3.99314 -1.58839 -0.86419  0.2884

---

x.
Density functional theory data (ωB97M-V/def2-TZVPD) for a structure of composition C35H37AsCuN3O2PS7.

Calculated values
Frontier orbital gap: 6.9 eV
HOMO level: -4.6 eV
Net charge: -1

Each line ends with the Mulliken charge.
Element x y z (Å)
Cu 0.15485 -1.17869 0.08916  -0.4455
C 3.98920 -1.70494 0.12417  -1.3000
As 2.20173 -2.23245 -0.42271  0.6354
C 2.35693 -4.15146 -0.17487  -1.2674
C 2.40419 -2.09371 -2.38966  -1.3280
C 3.63372 -2.72535 -2.96865  0.4376
C 4.78888 -1.97430 -3.18598  -0.2039
C 5.92603 -2.55111 -3.73458  -0.7066
C 5.93059 -3.89706 -4.07728  -0.4096
C 4.78882 -4.65849 -3.86267  -0.6864
C 3.65419 -4.07746 -3.31328  -0.2399
H 4.71775 -2.38028 -0.32122  0.5263
H 4.03407 -1.76004 1.21042  0.4217
H 4.19191 -0.68298 -0.19379  0.2758
H 3.24242 -4.53659 -0.67705  0.4882
H 1.46356 -4.64192 -0.55926  0.3413
H 2.42240 -4.33098 0.89675  0.3725
H 2.38301 -1.02570 -2.60601  0.4280
H 1.49530 -2.52436 -2.81005  0.5682
H 4.78983 -0.92129 -2.92498  0.3444
H 6.80944 -1.94631 -3.90289  0.3779
H 6.81361 -4.34750 -4.51362  0.3763
H 4.77915 -5.70792 -4.13229  0.3680
H 2.76226 -4.67473 -3.15818  0.4146
N -5.54122 4.52884 -0.88537  -0.5309
C -5.00310 3.36217 -1.43303  0.3139
C -5.77338 2.20504 -1.53895  -0.6763
C -5.24675 1.05698 -2.11419  -0.3048
C -3.94347 1.05760 -2.58941  -0.3389
C -3.17285 2.21327 -2.50322  -0.5112
C -3.69669 3.35535 -1.92968  -0.1230
S -3.23679 -0.40217 -3.29655  1.1758
O -4.33346 -1.32585 -3.48796  -0.7060
O -2.47907 0.02570 -4.44231  -0.7649
N -2.19736 -0.89896 -2.19832  -0.1493
C -2.56050 -1.59480 -1.11708  0.4470
S -4.16052 -2.24116 -0.72378  -0.1311
C -3.56725 -2.82004 0.79673  -0.3765
C -2.26021 -2.53931 0.91534  -0.9486
N -1.69215 -1.84783 -0.14429  0.3235
H -6.33197 4.39979 -0.27800  0.2379
H -4.87069 5.18862 -0.52897  0.2708
H -6.78935 2.20541 -1.15707  0.2977
H -5.83726 0.15375 -2.19934  0.5211
H -2.16189 2.20510 -2.89463  0.4929
H -3.09251 4.25467 -1.85779  0.2403
H -4.20035 -3.35238 1.48902  0.4318
H -1.62460 -2.79559 1.75618  0.4179
C -2.18413 0.18524 3.95133  -0.2881
S -0.46083 0.57409 4.36950  -0.0359
C 0.02172 -0.97177 5.02876  -0.4275
C 0.75182 -1.91083 4.37249  -0.1440
S 1.37756 -1.87596 2.77257  -0.1442
S 1.01870 -3.36529 5.33120  -0.1115
C 0.16473 -2.93299 6.76502  0.1178
S 0.01613 -3.91585 8.08614  -0.3064
S -0.48968 -1.35100 6.66184  -0.1344
H -2.67356 1.12338 3.69647  0.0669
H -2.68257 -0.26632 4.80735  0.5159
H -2.21903 -0.48922 3.09564  -0.1359
C 0.41834 1.45034 -1.55655  -1.7302
P 0.36613 1.12198 0.26022  2.6814
C 1.84020 2.05397 0.79405  -0.0051
C 2.14730 3.33209 0.32861  -0.0147
C 3.34278 3.93735 0.68553  -0.7398
C 4.24272 3.27073 1.51229  -0.4326
C 3.93452 2.00954 1.99812  -0.7958
C 2.73339 1.40308 1.64358  -0.2388
C -1.05698 2.13776 0.79858  0.3492
C -2.33216 1.69704 0.43466  -0.2632
C -3.46475 2.36315 0.87627  -0.7671
C -3.34109 3.47707 1.69774  -0.8380
C -2.07992 3.91384 2.08051  -0.8393
C -0.94276 3.24190 1.64320  -0.5438
H -0.39065 0.91304 -2.05230  0.2489
H 1.36533 1.05576 -1.92521  0.4431
H 0.36757 2.51535 -1.79042  0.5009
H 1.44827 3.86038 -0.31023  0.2684
H 3.57755 4.92814 0.31595  0.3905
H 5.18222 3.74151 1.77774  0.3746
H 4.62569 1.49506 2.65491  0.4506
H 2.46336 0.42817 2.04118  0.3140
H -2.43598 0.82640 -0.20563  -0.1364
H -4.44468 2.00388 0.58209  0.7285
H -4.22383 3.99983 2.04627  0.4118
H -1.97741 4.76669 2.74146  0.3875
H 0.03351 3.58390 1.96026  0.4245

---

Which structure is most stable, and how do the rest compare? From most to least stable: w, x.

---

w.
Density functional theory data (ωB97M-V/def2-TZVPD) for a cluster of 2 separate species, CHFINO2 in total.

Calculated values
Frontier orbital gap: 9.1 eV
HOMO level: -9.7 eV
Structure (SMILES): O=C=NI.OF

Each line ends with the natural charge from an NBO analysis.
Element x y z (Å)
O 0.57276 1.94762 0.64991  -0.5255
C 1.60481 1.46407 0.44456  0.8538
N 2.74558 1.26252 0.16045  -0.7706
I 4.01007 -0.24696 0.00898  0.4336
O 0.35806 -0.63543 0.02848  -0.3273
F 0.19650 -1.76646 0.81823  -0.1375
H -0.54444 -0.27511 -0.01393  0.4735

---

x.
Density functional theory data (ωB97M-V/def2-TZVPD) for a cluster of 2 separate species, CHFINO2 in total.

Calculated values
Frontier orbital gap: 9.2 eV
HOMO level: -10.4 eV

Each line ends with the natural charge from an NBO analysis.
Element x y z (Å)
C 0.11652 0.40294 -0.22798  0.1724
N -0.29600 -0.92452 0.17241  0.4418
O 0.07178 -1.22371 1.29195  -0.3618
O -1.04492 -1.46040 -0.57035  -0.3103
F -0.30613 0.60537 -1.44291  -0.3210
I 2.17883 1.21692 0.09878  0.1672
H -0.72008 1.38341 0.67810  0.2116

---

Which structure is most stable, and how do the rest compare? From most to least stable: w, x.

---

w.
Density functional theory data (ωB97M-V/def2-TZVPD) for an isolated molecule of C10H14N2.

Calculated values
Frontier orbital gap: 8.3 eV
HOMO level: -7.7 eV
Structure (SMILES): Cc1cccccc(C)n(C)n1

Each line ends with the natural charge from an NBO analysis.
Element x y z (Å)
C 0.64896 1.57550 -2.60410  -0.6361
C 0.18344 0.67874 -1.50586  0.1650
C -0.48549 1.30519 -0.31761  -0.2520
C 0.36612 2.10392 0.51482  -0.1807
C 1.29175 1.59088 1.35949  -0.2314
C 1.21178 0.29379 1.93890  -0.2010
C 0.21081 -0.59499 1.74165  -0.2397
C -0.68369 -0.63201 0.60235  0.1935
C -2.12280 -0.98127 0.88218  -0.6483
N -0.18799 -1.30114 -0.58569  -0.3210
C 0.33385 -2.63869 -0.44514  -0.4017
N 0.33500 -0.57680 -1.57879  -0.2081
H 1.07132 0.97808 -3.40704  0.2326
H 1.40573 2.26645 -2.23094  0.2155
H -0.18438 2.16335 -2.99096  0.2095
H -1.47242 1.70714 -0.53847  0.2175
H 0.25235 3.18122 0.45782  0.2081
H 1.99522 2.26784 1.82391  0.2113
H 1.87487 0.12432 2.77926  0.2101
H 0.01013 -1.32084 2.52532  0.2048
H -2.71378 -0.87813 -0.02678  0.2265
H -2.53306 -0.33438 1.65658  0.2169
H -2.19898 -2.01671 1.22557  0.2108
H 0.75641 -2.92108 -1.40831  0.2284
H 1.11476 -2.71281 0.32558  0.1805
H -0.47993 -3.32759 -0.19375  0.1888

---

x.
Density functional theory data (ωB97M-V/def2-TZVPD) for an isolated molecule of C10H14N2.

Calculated values
Frontier orbital gap: 8.2 eV
HOMO level: -7.6 eV
Structure (SMILES): CC[C@H]1\C=C/C=C\N=C(C)/N=C\1

Each line ends with the natural charge from an NBO analysis.
Element x y z (Å)
C -0.02510 3.33733 0.86897  -0.6036
C -0.22318 2.28859 -0.21816  -0.3822
C -0.07915 0.85153 0.31337  -0.3314
C -0.70678 -0.15436 -0.62678  -0.2962
C -1.76500 -0.94250 -0.19947  -0.1116
C -1.68317 -1.70701 0.96606  -0.3957
C -0.50669 -2.40423 1.24359  0.1004
N 0.51025 -2.49043 0.43459  -0.4846
C 0.96000 -1.56066 -0.40347  0.4337
C 1.41196 -2.05953 -1.75588  -0.6467
N 1.79758 -0.59710 0.12767  -0.4173
C 1.36619 0.50853 0.52025  0.1788
H -0.07001 4.33539 0.43815  0.2143
H 0.93874 3.22275 1.36033  0.1983
H -0.80431 3.25578 1.62564  0.2064
H 0.50754 2.44183 -1.01970  0.1986
H -1.21898 2.40973 -0.65193  0.2119
H -0.56937 0.78039 1.29264  0.2379
H -0.72120 0.18360 -1.65912  0.2107
H -2.62013 -1.09077 -0.85320  0.2016
H -2.58356 -2.07888 1.43293  0.2192
H -0.54207 -3.17389 2.00598  0.1947
H 2.30716 -2.66740 -1.63495  0.2355
H 1.64457 -1.22103 -2.40668  0.2153
H 0.63234 -2.67006 -2.20213  0.2236
H 2.04235 1.20243 1.00130  0.1883

---

Which structure is most stable, and how do the rest compare? From most to least stable: x, w.

---

w.
Density functional theory data (ωB97M-V/def2-TZVPD) for a cluster of 2 separate species, CH4S2 in total.

Calculated values
Frontier orbital gap: 8.4 eV
HOMO level: -9.2 eV
Structure (SMILES): C=S.S

Each line ends with the natural charge from an NBO analysis.
Element x y z (Å)
C 0.47065 -0.99830 0.91825  -0.4528
S 1.39055 -0.07420 1.87526  0.0993
H 0.74457 -1.51292 0.04281  0.1770
H -0.53220 -1.29563 1.02576  0.1746
S -1.00355 1.52988 -1.78475  -0.2709
H 0.13089 1.81010 -1.22735  0.1339
H -1.20091 0.54107 -0.84998  0.1388

---

x.
Density functional theory data (ωB97M-V/def2-TZVPD) for a cluster of 2 separate species, CH4S2 in total.

Calculated values
Frontier orbital gap (alpha / beta): 6.3 / 6.3 eV
HOMO level (alpha / beta): -8.1 / -8.1 eV

Each line ends with the natural charge from an NBO analysis.
Element x y z (Å)
C -1.45911 -0.23461 0.36820  -0.4106
S 2.44091 0.82802 0.11275  -0.0910
S 1.41966 -0.90695 -0.11728  -0.2034
H -1.53237 0.58446 -0.29458  0.1866
H -1.56324 -0.24916 1.43699  0.2004
H -1.79340 -1.06380 -0.22322  0.1820
H 2.48756 1.04205 -1.28286  0.1359

---

Which structure is most stable, and how do the rest compare? From most to least stable: w, x.

---

w.
Density functional theory data (ωB97M-V/def2-TZVPD) for an isolated molecule of C5H8ClF.

Calculated values
Frontier orbital gap: 10.4 eV
HOMO level: -9.5 eV
Structure (SMILES): C/C(=C/CF)CCl

Each line ends with the natural charge from an NBO analysis.
Element x y z (Å)
C -1.61446 -0.68983 -1.50136  -0.6472
C -0.75765 -0.47350 -0.27769  0.0069
C -1.21098 -0.24029 0.96236  -0.2270
C -0.45339 -0.06676 2.29132  0.0304
F 0.89718 0.13783 2.11365  -0.3620
C 0.71087 -0.59231 -0.57965  -0.3745
Cl 1.11367 0.95402 -1.46876  -0.1003
H -2.69976 -0.64799 -1.38361  0.2201
H -1.45925 -1.73690 -1.78872  0.2124
H -1.35964 -0.15966 -2.39656  0.2351
H -2.25553 -0.28623 1.19557  0.2027
H -0.91137 0.74014 2.89672  0.1761
H -0.56550 -0.97520 2.87783  0.1710
H 0.97012 -1.42345 -1.17264  0.2130
H 1.22759 -0.59354 0.34755  0.2435

---

x.
Density functional theory data (ωB97M-V/def2-TZVPD) for an isolated molecule of C5H8ClF.

Calculated values
Frontier orbital gap: 10.6 eV
HOMO level: -9.7 eV
Structure (SMILES): C/C(=C/CCl)CF

Each line ends with the natural charge from an NBO analysis.
Element x y z (Å)
C 2.25975 -1.63960 -0.21878  -0.6257
C 1.25502 -0.46654 0.06826  -0.0396
C -0.04604 -0.79371 0.15422  -0.1774
C -1.03655 0.24370 0.56098  -0.3991
Cl -2.64969 -0.15717 -0.21254  -0.0923
C 1.70776 0.91098 0.35602  0.0079
F 1.19276 1.89237 -0.50648  -0.3689
H 3.01558 -1.32267 -0.97310  0.2144
H 1.81453 -2.50127 -0.68595  0.2235
H 2.72975 -1.92180 0.68503  0.2137
H -0.40631 -1.84583 0.11029  0.2209
H -0.70547 1.26034 0.22942  0.2462
H -1.20895 0.24734 1.64306  0.2202
H 2.84060 1.01406 0.29138  0.1813
H 1.39064 1.18134 1.34720  0.1748

---

Which structure is most stable, and how do the rest compare? From most to least stable: w, x.